39
Properties=species:S:1:pos:R:3:lowdin_charge:R:1 method="wB97M-V/def2-TZVPD" multiplicity=1 relative_energy_ev=2.4254 gap_ha=0.3419 mol_weight_g_mol=234.2 homo_ev=-9.68 total_charge=0 e_tot_ev=-27039.52167
O 15.2008 -3.5305 12.1798 -0.06
H 15.6051 -2.7388 11.8317 -0.02
H 15.8360 -3.7792 12.8843 0.08
O 13.9516 -2.5916 6.2093 -0.06
H 14.1721 -3.1963 5.4831 0.04
H 14.7542 -2.1115 6.4363 0.00
O 13.5200 0.8004 9.6398 0.01
H 13.8328 0.6534 10.4839 0.04
H 13.8869 1.6185 9.3158 0.08
O 16.2625 0.6860 8.9128 -0.05
H 16.1723 1.0347 7.9891 0.10
H 15.3945 0.5448 9.2610 -0.02
O 10.9807 -2.7220 6.8806 -0.09
H 10.0700 -2.6016 6.6747 0.00
H 11.0589 -2.0158 7.5923 0.01
O 16.8046 -1.4719 11.3600 0.00
H 16.9972 -1.6784 10.4661 0.01
H 17.6418 -1.1777 11.6854 0.06
O 11.8293 -3.2806 10.8845 -0.09
H 12.6750 -2.8629 10.5568 0.01
H 12.0626 -4.1765 11.1348 0.01
O 14.0951 -2.1935 9.5030 -0.04
H 13.4380 -1.6705 9.0773 -0.02
H 14.8192 -2.4213 8.9170 0.01
O 13.7924 -5.3733 10.6780 -0.10
H 14.1925 -5.1429 9.8042 0.04
H 14.3541 -4.7686 11.2404 0.00
O 16.2966 -1.8564 7.8480 -0.06
H 16.4709 -1.0065 8.2744 0.00
H 16.7512 -2.5029 8.4063 0.00
O 15.8461 -4.8302 6.6484 -0.03
H 14.9172 -4.9568 6.7458 0.03
H 16.1622 -4.5795 7.4875 -0.07
O 11.7447 -1.1078 8.8909 -0.06
H 12.3282 -0.3477 8.9888 0.01
H 11.3167 -1.2374 9.7549 0.08
O 16.9929 -4.2288 8.9596 -0.06
H 17.0204 -4.9314 9.6750 0.13
H 17.7826 -4.5539 8.5201 0.08

---

91
Properties=species:S:1:pos:R:3:lowdin_spin:R:1 method="wB97M-V/def2-TZVPD" multiplicity=4 gap_ha="0.1932 / 0.2391" mol_weight_g_mol=925.6 homo_ev="-11.63 / -13.57" total_charge=+2 e_tot_ev=-115759.59048 s_squared=3.868
Re -0.2706 -0.1577 0.3129 1.93
C 2.6995 -0.2664 -2.9059 0.03
C 1.7277 -0.6604 -2.0169 0.08
N 1.1271 0.2315 -1.1991 0.09
C 1.4970 1.5451 -1.3176 0.07
C 2.4729 1.8988 -2.2547 -0.01
N 3.0709 1.0140 -3.0219 0.07
C 0.8829 2.4450 -0.3653 0.09
C 1.0541 3.8131 -0.2868 -0.02
C 0.4155 4.5395 0.7207 0.08
C -0.3489 3.8446 1.6627 -0.02
C -0.4947 2.4769 1.5570 0.09
N 0.0835 1.7926 0.5274 0.07
C -1.1892 1.6018 2.4803 0.05
C -1.8069 2.0005 3.6671 0.00
N -2.3257 1.1427 4.5215 0.06
C -2.2438 -0.1571 4.2280 0.03
C -1.6803 -0.5953 3.0495 0.08
N -1.1596 0.2700 2.1593 0.08
C 0.5549 6.0069 0.7947 0.01
C -0.5541 6.8094 1.0414 0.01
C -0.3796 8.1865 1.0854 0.00
N 0.8033 8.7572 0.9151 0.01
C 1.8672 8.0011 0.6904 0.00
C 1.7923 6.6160 0.6136 0.01
H 3.1998 -0.9831 -3.5432 0.00
H 1.4112 -1.6901 -1.9400 0.00
H 2.7794 2.9313 -2.3707 0.00
H 1.6581 4.3258 -1.0221 0.00
H -0.8088 4.3767 2.4834 0.00
H -1.8749 3.0510 3.9242 0.00
H -2.6487 -0.8541 4.9490 0.00
H -1.6487 -1.6438 2.7967 0.00
H -1.5404 6.3789 1.1684 0.00
H -1.2157 8.8540 1.2577 0.00
H 2.8117 8.5184 0.5706 0.00
H 2.6887 6.0315 0.4459 0.00
C -1.9156 -0.0962 -0.7559 -0.10
Ge -3.8581 0.0353 -0.3306 0.01
C -4.3644 -0.7927 1.3708 0.00
C -4.0503 -2.1348 1.5976 0.00
C -4.5371 -2.7966 2.7149 0.00
C -5.3490 -2.1214 3.6182 0.00
C -5.6733 -0.7898 3.3986 0.00
C -5.1905 -0.1304 2.2759 0.00
C -4.4210 1.9198 -0.3619 0.00
C -4.0839 2.7667 0.6929 0.00
C -4.5756 4.0620 0.7366 0.00
C -5.4045 4.5238 -0.2768 0.00
C -5.7402 3.6879 -1.3321 0.00
C -5.2527 2.3883 -1.3744 0.00
C -4.6349 -0.9597 -1.8393 0.00
C -4.3285 -0.5734 -3.1432 0.00
C -4.8790 -1.2470 -4.2236 0.00
C -5.7324 -2.3204 -4.0051 0.00
C -6.0447 -2.7069 -2.7102 0.00
C -5.4984 -2.0308 -1.6270 0.00
H -1.8227 -0.0172 -1.8460 0.02
H -3.4182 -2.6588 0.8845 0.00
H -4.3041 -3.8424 2.8735 0.00
H -5.7388 -2.6396 4.4846 0.00
H -6.3193 -0.2680 4.0927 0.00
H -5.4586 0.9053 2.1057 0.00
H -3.4524 2.4004 1.4941 0.00
H -4.3296 4.7085 1.5708 0.00
H -5.7977 5.5309 -0.2398 0.00
H -6.3922 4.0426 -2.1194 0.00
H -5.5353 1.7313 -2.1879 0.00
H -3.6679 0.2704 -3.3215 0.00
H -4.6507 -0.9287 -5.2326 0.00
H -6.1542 -2.8530 -4.8471 0.00
H -6.7256 -3.5313 -2.5412 0.00
H -5.7613 -2.3287 -0.6188 0.00
N -0.0798 -2.1719 0.3021 0.05
C 0.0106 -3.3342 0.2438 0.07
N 0.1078 -4.6103 0.1836 0.04
C -0.3101 -5.3876 -1.0021 0.00
C 0.8382 -6.2773 -1.4653 0.00
C 1.3423 -7.1526 -0.3161 0.00
C 1.7646 -6.2836 0.8698 0.00
C 0.6023 -5.4096 1.3258 0.01
H -0.6354 -4.7042 -1.7849 0.00
H -1.1624 -6.0046 -0.7055 0.00
H 1.6546 -5.6537 -1.8394 0.00
H 0.4834 -6.8921 -2.2925 0.00
H 2.1848 -7.7554 -0.6524 0.00
H 0.5539 -7.8437 -0.0045 0.00
H 2.6018 -5.6436 0.5791 0.00
H 2.0912 -6.8983 1.7085 0.00
H 0.8924 -4.7409 2.1345 0.00
H -0.2258 -6.0360 1.6673 0.00

---

126
Properties=species:S:1:pos:R:3:lowdin_charge:R:1 method="wB97M-V/def2-TZVPD" multiplicity=1 relative_energy_ev=0.0000 gap_ha=0.2757 mol_weight_g_mol=1288.9 homo_ev=-7.61 total_charge=0 e_tot_ev=-182931.63807
Ir -0.3115 -0.6048 0.0865 0.76
N 2.0197 0.3558 0.0877 0.02
C 2.9248 -0.2564 -0.8071 -0.34
C 4.2469 -0.5007 -0.4580 -0.03
C 5.0922 -1.1205 -1.3634 -0.07
C 4.6300 -1.4917 -2.6197 -0.08
C 3.3057 -1.2634 -2.9585 -0.06
C 2.4385 -0.6558 -2.0546 -0.31
P 0.6509 -0.4448 -2.3236 1.07
C 0.5248 1.1383 -3.2131 -0.37
C -0.7413 1.5870 -3.5866 -0.12
C -0.8873 2.7974 -4.2396 -0.07
C 0.2285 3.5789 -4.5183 -0.08
C 1.4878 3.1440 -4.1414 -0.08
C 1.6369 1.9281 -3.4854 -0.08
C 0.3385 -1.6768 -3.6375 -0.34
C 0.3193 -1.3181 -4.9843 -0.07
C 0.2609 -2.2900 -5.9724 -0.07
C 0.2573 -3.6342 -5.6293 -0.07
C 0.2788 -3.9978 -4.2906 -0.08
C 0.2896 -3.0260 -3.3007 -0.10
H 1.5389 1.1567 -0.3130 0.05
H 2.4191 0.6510 0.9707 0.09
H 4.6084 -0.1993 0.5183 0.12
H 6.1212 -1.3102 -1.0868 0.11
H 5.2958 -1.9680 -3.3266 0.10
H 2.9339 -1.5770 -3.9257 0.11
H -1.6163 0.9915 -3.3601 0.10
H -1.8754 3.1380 -4.5210 0.11
H 0.1109 4.5302 -5.0210 0.11
H 2.3591 3.7518 -4.3485 0.11
H 2.6277 1.5911 -3.2044 0.10
H 0.3628 -0.2765 -5.2735 0.11
H 0.2387 -1.9915 -7.0125 0.11
H 0.2405 -4.3939 -6.4000 0.11
H 0.2872 -5.0436 -4.0098 0.10
H 0.2876 -3.3264 -2.2584 0.08
F 0.2809 3.7228 -1.3654 0.14
C 0.5121 4.2734 -0.1773 -0.67
F 0.1643 5.5534 -0.2226 0.15
F 1.8251 4.1879 0.0760 0.13
S -0.4122 3.3786 1.1354 0.59
O 0.0507 2.0057 1.0002 -0.40
O -0.0457 4.0583 2.3381 -0.26
N -1.9112 3.6237 0.7971 -0.28
S -2.7974 2.7408 -0.1700 0.59
O -2.0643 1.9024 -1.0843 -0.32
O -3.9266 2.1865 0.5121 -0.27
C -3.4951 4.0694 -1.2392 -0.68
F -4.0710 5.0266 -0.5215 0.15
F -4.4107 3.5300 -2.0499 0.13
F -2.5364 4.6135 -1.9922 0.13
C -1.1885 -2.2536 4.7038 -0.07
C -1.4651 -1.8363 3.2576 -0.66
C -2.1043 -0.4374 3.2807 -0.09
C -2.4456 -2.8229 2.6403 -0.10
P 0.0364 -1.6724 2.1351 1.02
C 1.1887 -0.8344 3.3102 -0.33
C 1.8807 -1.5514 4.2927 -0.11
C 2.6833 -0.9107 5.2209 -0.07
C 2.8105 0.4730 5.2019 -0.08
C 2.1186 1.2005 4.2503 -0.06
C 1.3186 0.5491 3.3173 -0.11
C 0.8536 -3.3591 1.8061 -0.64
C 0.6759 -4.4599 2.8624 -0.08
C 0.2468 -3.9111 0.5079 -0.13
C 2.3464 -3.1332 1.5288 -0.08
H -2.1514 -2.3089 5.2196 0.09
H -0.5754 -1.5257 5.2331 0.08
H -0.7205 -3.2343 4.7829 0.07
H -3.0151 -0.4784 3.8834 0.09
H -2.3714 -0.0968 2.2789 0.05
H -1.4366 0.3013 3.7282 0.08
H -3.4402 -2.6778 3.0699 0.10
H -2.1449 -3.8541 2.8221 0.07
H -2.5232 -2.6708 1.5671 0.02
H 1.7932 -2.6233 4.3550 0.08
H 3.2047 -1.4965 5.9675 0.11
H 3.4356 0.9743 5.9296 0.10
H 2.1820 2.2810 4.2215 0.11
H 0.7773 1.1391 2.5975 0.05
H -0.3670 -4.7486 2.9814 0.07
H 1.0768 -4.2236 3.8449 0.06
H 1.2132 -5.3429 2.5054 0.09
H -0.8393 -3.9890 0.5529 0.04
H 0.6521 -4.9107 0.3245 0.10
H 0.5071 -3.2652 -0.3286 0.03
H 2.9224 -2.8843 2.4168 0.07
H 2.4891 -2.3378 0.7915 0.06
H 2.7591 -4.0515 1.1020 0.09
C -1.7935 -1.3893 -0.6244 -0.41
Ge -3.1302 -2.8260 -1.0540 0.98
C -3.5177 -2.3504 -2.9224 -0.26
C -3.3433 -3.1708 -4.0348 -0.10
C -3.6342 -2.7140 -5.3147 -0.09
C -4.1268 -1.4321 -5.5036 -0.09
C -4.3362 -0.6114 -4.4041 -0.08
C -4.0272 -1.0655 -3.1303 -0.11
C -2.6630 -4.7125 -0.8042 -0.28
C -1.9135 -5.4166 -1.7449 -0.12
C -1.5905 -6.7543 -1.5584 -0.08
C -2.0148 -7.4198 -0.4190 -0.08
C -2.7731 -6.7408 0.5241 -0.07
C -3.0962 -5.4056 0.3284 -0.13
C -4.7322 -2.3999 -0.0300 -0.28
C -4.9018 -1.1074 0.4629 -0.11
C -6.0430 -0.7614 1.1715 -0.07
C -7.0326 -1.7084 1.3937 -0.09
C -6.8827 -2.9961 0.8962 -0.09
C -5.7389 -3.3397 0.1872 -0.11
H -2.0956 -0.6108 -1.3559 -0.06
H -2.9955 -4.1882 -3.9213 0.08
H -3.4826 -3.3689 -6.1638 0.10
H -4.3584 -1.0783 -6.5002 0.10
H -4.7383 0.3863 -4.5331 0.11
H -4.2053 -0.4005 -2.2903 0.10
H -1.5539 -4.9159 -2.6323 0.05
H -1.0084 -7.2766 -2.3079 0.10
H -1.7646 -8.4626 -0.2711 0.10
H -3.1199 -7.2519 1.4136 0.10
H -3.7076 -4.9061 1.0676 0.09
H -4.1360 -0.3553 0.3122 0.07
H -6.1507 0.2480 1.5480 0.11
H -7.9232 -1.4425 1.9490 0.10
H -7.6587 -3.7340 1.0574 0.10
H -5.6438 -4.3449 -0.2062 0.10